{"formula": "C5H14", "method": "ωB97M-V with the def2-TZVPD basis set", "species": ["C", "C", "C", "H", "H", "H", "H", "H", "H", "H", "H", "C", "C", "H", "H", "H", "H", "H", "H"], "positions_angstrom": [[-1.587767, 0.219549, 0.037835], [-1.572803, -1.140445, -0.553423], [-2.895336, 1.013662, -0.240134], [-1.182121, 0.010822, 1.015547], [-0.641897, 0.741940, -0.375956], [-0.521314, -1.523494, -0.790418], [-2.155507, -1.320800, -1.552693], [-2.817048, 2.125126, -0.494291], [-3.399980, 0.568839, -1.145267], [-2.018241, -2.000533, 0.045160], [-3.531450, 0.897939, 0.630834], [2.271489, -0.229741, 0.838358], [3.479384, 0.185928, -0.080982], [1.578636, -0.920074, 0.497694], [3.082802, -0.512207, 1.529874], [1.939116, 0.585979, 1.418313], [3.257400, 0.837683, -0.930662], [4.166369, 0.749720, 0.688556], [4.073427, -0.534663, -0.546623]], "atomic_forces_ev_per_a": [[2.2047, 1.3893, -1.5844], [-0.3140, -4.0233, -2.5562], [0.1758, 0.3601, -0.5221], [-0.9231, 0.7611, 1.1531], [-1.6716, -0.3471, 0.1098], [-1.2401, 0.6543, 0.3871], [1.0529, 0.9281, 1.4827], [0.3609, -1.4951, 0.6675], [0.4391, 0.2962, 1.0368], [0.3973, 1.3304, -0.0891], [-0.4619, 0.1445, -0.0850], [4.9680, 0.7953, 0.3170], [-0.5721, 3.4131, 1.0589], [-1.1298, -1.3116, -0.3978], [-1.5746, -1.9160, 0.9536], [-1.1880, 1.2379, -0.1392], [-0.2177, 0.4315, 0.2645], [-0.9581, -0.6999, -1.9485], [0.6524, -1.9487, -0.1089]], "lumo_energy_ev": 1.053, "homo_energy_ha": -0.3946, "total_energy_ev": -5409.959, "multiplicity": 1, "e_above_lowest_kcal_mol": 48.2}